No. 1
Entry from the OMol25 dataset: C2H2FO3S as an isolated structure at a distorted geometry (ωB97M-V/def2-TZVPD).

Results
**LUMO level**: 0.1194 hartree
**Net charge**: -1
**Spin multiplicity**: 1
**Molar mass**: 125.100 g mol⁻¹
**E_HOMO**: -4.821 eV
**Relative energy (zero: lowest compared OMol25 entry of this formula, charge and spin)**: 118.3 kcal per mole

Positions of all 9 atoms, in Å:
S 2.511 -0.315 0.046
F 0.515 2.104 0.362
O 2.556 -1.558 0.801
O 0.392 -0.085 0.338
O 2.351 -0.393 -1.392
C -3.013 0.039 0.095
C -0.307 0.898 0.383
H -2.225 -0.765 0.415
H -2.780 0.075 -1.046

=====

No. 2
Entry from the OMol25 dataset: C44H50CoGeN8OSi3 as an isolated structure at a distorted geometry (ωB97M-V/def2-TZVPD).

Results
**LUMO level (spin up / spin down)**: -0.0574 / -0.0925 hartree
**Net charge**: 0
**Spin multiplicity**: 6
**Molar mass**: 922.740 g mol⁻¹
**<S²>**: 8.822
**E_HOMO (spin up / spin down)**: -5.733 / -7.564 eV

Positions of all 108 atoms, in Å:
Ge 14.056 12.818 14.399
Co 13.944 10.103 14.612
Si 15.876 14.241 15.209
Si 12.257 14.246 15.219
Si 14.090 13.950 12.229
O 13.807 8.152 14.890
N 11.623 10.325 16.984
N 13.978 10.022 12.715
N 16.334 10.188 16.988
N 15.868 10.079 14.594
N 13.960 10.313 16.489
N 11.628 9.740 12.282
N 12.049 10.225 14.623
N 16.340 9.758 12.251
C 20.169 8.450 15.447
C 15.384 11.390 19.736
C 11.250 10.031 15.753
C 15.345 10.062 9.296
C 12.530 9.861 9.325
C 12.490 13.464 11.307
C 14.140 15.842 12.095
C 15.925 13.910 17.069
C 13.237 9.725 8.150
C 14.681 10.933 18.629
C 12.883 9.951 11.889
C 16.660 9.653 13.520
C 7.793 8.558 15.466
C 17.482 13.809 14.256
C 15.090 10.478 17.308
C 17.924 9.123 13.977
C 14.663 11.765 20.877
C 15.631 13.309 11.319
C 8.872 8.888 13.304
C 12.545 11.413 19.757
C 17.903 9.222 15.382
C 9.956 9.524 15.358
C 14.663 10.047 10.514
C 11.279 9.816 13.540
C 18.997 8.801 16.140
C 12.137 16.137 14.955
C 13.256 10.990 18.621
C 16.627 9.855 15.738
C 14.044 6.900 14.273
C 12.867 10.544 17.301
C 10.546 13.676 14.466
C 15.088 9.972 11.887
C 20.181 8.358 14.060
C 9.983 9.355 13.974
C 15.092 6.181 15.097
C 12.264 13.979 17.121
C 7.765 8.590 14.058
C 13.280 10.016 10.501
C 19.062 8.672 13.294
C 15.783 16.146 15.135
C 12.687 6.204 14.326
C 13.282 11.769 20.889
C 8.887 9.063 16.142
C 14.628 9.891 8.120
H 6.846 8.324 13.542
H 15.134 16.164 11.669
H 21.075 8.189 16.006
H 11.811 14.353 11.272
H 11.953 12.586 11.663
H 12.789 13.220 10.274
H 16.643 16.481 15.777
H 15.949 16.568 14.125
H 14.704 6.167 16.156
H 16.305 14.191 11.186
H 8.882 8.769 12.197
H 13.216 13.709 17.598
H 15.229 5.156 14.686
H 11.976 6.860 13.733
H 17.637 14.368 13.331
H 12.976 16.728 15.292
H 10.427 13.872 13.394
H 21.110 8.095 13.539
H 15.339 12.959 10.318
H 15.191 12.050 21.783
H 10.373 12.593 14.610
H 16.457 12.981 17.339
H 11.897 14.959 17.510
H 18.296 14.069 14.988
H 16.414 14.790 17.532
H 15.176 9.913 7.157
H 19.044 8.592 12.224
H 14.850 16.564 15.550
H 8.947 9.105 17.223
H 17.538 12.747 14.034
H 12.752 5.168 13.863
H 14.406 6.980 13.228
H 16.070 6.703 15.059
H 12.378 6.085 15.377
H 12.729 9.613 7.195
H 12.769 12.074 21.817
H 16.477 11.343 19.749
H 16.431 10.158 9.304
H 11.549 13.207 17.371
H 13.307 16.106 11.339
H 14.964 13.812 17.539
H 16.206 12.513 11.840
H 11.453 11.481 19.740
H 6.913 8.236 16.014
H 9.757 14.240 15.022
H 11.436 9.812 9.339
H 18.900 8.835 17.239
H 11.236 16.462 15.575
H 13.971 16.415 12.982
H 11.888 16.427 13.918

=====

No. 3
Entry from the OMol25 dataset: a 2-piece molecular cluster, C5H10N4 overall at a distorted geometry (ωB97M-V/def2-TZVPD).

Results
**LUMO level**: 0.0235 hartree
**Net charge**: 0
**Spin multiplicity**: 1
**Molar mass**: 126.163 g mol⁻¹
**SMILES**: [H]/N=C(/C#N)N(C)C.C=N
**E_HOMO**: -8.880 eV
**Relative energy (zero: lowest compared OMol25 entry of this formula, charge and spin)**: 80.0 kcal per mole

Positions of all 19 atoms, in Å:
N -0.659 -1.936 -1.382
N -2.318 0.183 -1.643
N 0.018 0.755 0.792
N 0.999 0.964 -1.370
C -1.243 -0.031 -1.271
C 0.915 1.640 1.499
C 0.074 0.638 -0.560
C 0.586 -2.157 -1.577
C -0.954 0.034 1.584
H 1.881 1.154 1.668
H -1.326 -2.378 -2.015
H -1.821 0.668 1.818
H -1.298 -0.841 1.033
H 1.768 1.517 -0.995
H 0.500 1.934 2.464
H -0.489 -0.315 2.506
H 0.934 -2.857 -2.337
H 1.087 2.553 0.923
H 1.346 -1.525 -1.136

=====

No. 4
Entry from the OMol25 dataset: the molecule C21H23N3O3 at a distorted geometry (ωB97M-V/def2-TZVPD).

Results
**LUMO level**: -0.0319 hartree
**Net charge**: 0
**Spin multiplicity**: 1
**Molar mass**: 365.433 g mol⁻¹
**SMILES**: CCOC(OCC)c1cn(Cc2ccc(C(=O)c3ccccc3)cc2)nn1
**E_HOMO**: -8.718 eV
**Relative energy (zero: lowest compared OMol25 entry of this formula, charge and spin)**: 568.5 kcal per mole

Positions of all 50 atoms, in Å:
O -4.661 -0.432 3.095
O 4.123 2.429 -1.658
O 1.853 2.347 -1.804
N 2.895 2.640 1.719
N 2.259 0.543 1.899
N 2.493 1.717 2.423
C -3.850 -2.330 0.140
C -0.282 -1.936 2.279
C -1.574 -2.239 2.034
C -2.069 0.177 2.599
C 2.269 0.621 0.555
C 2.569 2.201 0.208
C 5.667 1.309 -2.586
C -4.479 -3.139 -1.151
C 0.240 -0.849 2.390
C 1.906 -0.565 2.743
C -2.507 -0.928 2.298
C 4.372 1.161 -1.709
C -5.704 -2.642 1.519
C -4.495 -2.084 1.328
C -0.627 0.410 2.798
C 1.837 3.256 -2.914
C 0.521 2.622 -3.961
C -3.898 -1.280 2.231
C 2.828 2.814 -1.044
C -5.645 -3.878 -0.664
C -6.061 -3.884 0.653
H 0.615 3.400 -4.763
H 1.630 4.135 -2.715
H -2.975 -1.593 -0.284
H 6.371 1.771 -2.204
H 3.640 0.663 -2.268
H -5.958 -4.537 -1.348
H 0.942 1.548 -4.346
H 2.077 -0.461 3.716
H 5.644 1.863 -3.514
H 6.131 0.141 -2.720
H 0.400 -2.771 1.909
H -4.009 -3.191 -1.956
H 1.795 0.164 -0.064
H 2.287 -1.404 2.572
H -6.200 -2.681 2.470
H -0.214 2.571 -3.468
H -0.227 1.170 3.279
H -2.665 1.081 3.014
H 4.614 0.621 -0.666
H 2.581 3.044 -3.549
H -7.055 -4.312 0.677
H 2.642 3.824 -0.842
H -2.042 -3.106 1.653

=====

No. 5
Entry from the OMol25 dataset: a 2-piece molecular cluster, C6H17N2 overall at a distorted geometry (ωB97M-V/def2-TZVPD).

Results
**LUMO level**: -0.1113 hartree
**Net charge**: +1
**Spin multiplicity**: 1
**Molar mass**: 117.216 g mol⁻¹
**E_HOMO**: -12.474 eV
**Relative energy (zero: lowest compared OMol25 entry of this formula, charge and spin)**: 13.1 kcal per mole

Positions of all 25 atoms, in Å:
N -0.641 -0.964 -0.142
N -0.772 1.807 0.460
C 0.449 -0.855 -2.343
C 0.237 1.598 1.470
C -0.016 0.985 2.634
C -0.744 -1.417 -1.556
C 1.060 0.686 3.664
C 0.508 -1.489 -3.755
H 1.151 -0.400 3.753
H -0.542 2.584 -0.162
H 1.239 1.986 1.217
H 1.276 -1.014 -4.365
H -1.038 0.598 2.794
H 0.428 0.241 -2.396
H -0.713 -2.529 -1.555
H -1.403 -1.399 0.367
H -1.699 2.026 0.811
H 1.993 1.131 3.367
H -0.439 -1.455 -4.330
H 1.326 -1.154 -1.777
H 0.837 1.137 4.650
H -1.719 -1.059 -1.923
H -0.593 0.087 -0.054
H 0.194 -1.395 0.270
H 0.719 -2.552 -3.563

=====

No. 6
Entry from the OMol25 dataset: C25H48MnO3P2S as an isolated structure at a distorted geometry (ωB97M-V/def2-TZVPD).

Results
**LUMO level (spin up / spin down)**: -0.1001 / -0.2592 hartree
**Net charge**: +1
**Spin multiplicity**: 5
**Molar mass**: 545.609 g mol⁻¹
**<S²>**: 6.352
**E_HOMO (spin up / spin down)**: -9.665 / -9.617 eV
**Relative energy (zero: lowest compared OMol25 entry of this formula, charge and spin)**: 100.1 kcal per mole

Positions of all 80 atoms, in Å:
Mn 0.998 -1.967 -0.102
S -2.726 3.575 0.423
P -3.207 0.566 -1.238
P 1.926 2.890 0.001
O -3.735 3.970 -0.575
O -1.461 3.061 -0.163
O -3.245 2.720 1.499
C -1.844 -3.216 1.447
C 2.532 -4.080 -1.272
C -3.225 1.884 -2.530
C 2.716 -2.961 -0.257
C 3.665 2.657 0.534
C -0.984 -0.835 1.912
C 1.112 -3.930 2.267
C 2.557 -1.154 3.067
C 1.547 -1.012 -2.792
C -3.562 -0.896 -2.315
C 0.609 -2.538 2.015
C -0.782 -2.213 1.682
C 2.956 -1.255 -2.186
C 1.213 -1.273 2.454
C 0.389 -1.504 -1.945
C 0.217 -2.925 -1.607
C 2.862 -1.586 -0.697
C -2.280 5.121 1.207
C 0.245 -0.259 2.342
C -4.978 0.917 -0.797
C 0.393 1.142 2.814
C 1.216 -3.986 -2.073
C -2.299 -0.174 2.001
C 2.257 2.988 -1.806
C 1.624 4.653 0.406
H 3.380 -4.145 -1.974
H 0.288 1.219 3.914
H -1.818 5.774 0.462
H 2.201 -3.974 2.193
H -4.069 -1.670 -1.711
H -2.186 2.112 -2.789
H 2.382 5.305 -0.036
H -0.531 -0.932 -2.082
H 3.238 -1.913 2.667
H 1.300 2.855 -2.328
H 4.320 3.405 0.067
H -3.045 -0.670 1.375
H 2.707 3.957 -2.064
H 3.724 2.701 1.628
H 1.526 -1.468 -3.787
H 3.557 -0.337 -2.320
H -5.559 0.768 -1.716
H 0.824 -4.321 3.256
H -4.209 -0.556 -3.139
H 3.479 -2.021 -2.787
H 0.627 4.922 0.038
H 1.451 0.072 -2.944
H -2.607 -1.284 -2.706
H -3.773 1.510 -3.403
H 2.525 -1.278 4.161
H 3.374 -0.886 -0.023
H -3.194 5.581 1.588
H -0.788 -3.321 -1.362
H 3.198 -3.261 0.676
H 0.714 -4.965 -1.997
H 2.540 -5.024 -0.706
H 2.926 2.163 -2.092
H 1.605 4.773 1.493
H -2.266 0.881 1.718
H -2.394 -3.380 2.382
H -5.085 1.952 -0.451
H 1.453 -3.808 -3.135
H -1.433 -4.180 1.124
H 0.725 -4.609 1.497
H 1.375 1.556 2.544
H -1.586 4.903 2.022
H -0.357 1.806 2.361
H -2.658 -0.198 3.041
H 3.017 -0.186 2.838
H -2.568 -2.888 0.686
H -3.685 2.793 -2.104
H 3.969 1.650 0.214
H -5.324 0.236 -0.011

=====

No. 7
Entry from the OMol25 dataset: C7H10I2NO as an isolated structure at a distorted geometry (ωB97M-V/def2-TZVPD).

Results
**LUMO level (spin up / spin down)**: -0.2114 / -0.1567 hartree
**Net charge**: +1
**Spin multiplicity**: 1
**Molar mass**: 377.971 g mol⁻¹
**E_HOMO (spin up / spin down)**: -11.754 / -11.858 eV
**Relative energy (zero: lowest compared OMol25 entry of this formula, charge and spin)**: 21.7 kcal per mole

Positions of all 21 atoms, in Å:
I -1.175 -2.290 -1.075
I 1.059 1.875 0.649
O 1.164 -0.726 2.862
N -0.013 2.021 -2.753
C 0.592 1.099 -2.042
C -1.904 -0.522 -0.271
C -1.020 -1.704 2.615
C -0.306 0.364 1.358
C -0.042 -0.663 2.265
C -1.552 0.377 0.607
C 1.705 0.141 -2.401
H 1.662 -0.572 -3.149
H 1.932 -0.436 -1.463
H -2.341 1.194 0.654
H -1.999 -1.186 2.807
H 0.345 2.395 -3.660
H -0.706 -2.426 3.396
H 1.836 -0.053 2.570
H -0.507 2.676 -2.145
H 2.523 0.770 -2.650
H -1.253 -2.333 1.827

=====

No. 8
Entry from the OMol25 dataset: a 5-piece molecular cluster, C4H16ClO4 overall at a distorted geometry (ωB97M-V/def2-TZVPD).

Results
**LUMO level**: 0.1336 hartree
**Net charge**: -1
**Spin multiplicity**: 1
**Molar mass**: 163.621 g mol⁻¹
**E_HOMO**: -5.472 eV
**Relative energy (zero: lowest compared OMol25 entry of this formula, charge and spin)**: 21.2 kcal per mole

Positions of all 25 atoms, in Å:
Cl -0.716 0.948 0.082
O -0.833 -1.833 1.811
O -2.292 -1.343 -1.636
O 2.184 1.958 0.714
O 1.452 2.989 -1.602
C 2.225 2.268 -2.569
C -3.003 -2.232 -0.832
C 3.040 0.831 1.029
C -1.982 -1.644 2.634
H 3.933 1.255 1.488
H -2.757 -2.339 2.311
H -1.879 -0.727 -1.027
H -2.327 -0.627 2.442
H 3.342 0.232 0.171
H -1.894 -1.843 3.702
H -3.809 -2.809 -1.286
H -3.432 -1.683 0.006
H 1.900 2.540 -3.573
H 1.324 1.564 0.551
H 3.288 2.506 -2.591
H 0.569 2.707 -1.851
H 2.080 1.190 -2.503
H -0.732 -1.060 1.251
H 2.626 0.153 1.776
H -2.307 -3.002 -0.498

=====

Number 1: electronic energy -21797.74233 eV. Number 2: electronic energy -178184.72934 eV. Number 3: electronic energy -11304.40889 eV. Number 4: electronic energy -32741.19871 eV. Number 5: electronic energy -9471.46721 eV. Number 6: electronic energy -93566.17842 eV. Number 7: electronic energy -27146.81675 eV. Number 8: electronic energy -25120.80917 eV.